Record 1
Here is a cluster of 2 separate species, C5H10O2 in total from the Open Molecules 2025 dataset. Energies are from ωB97M-V/def2-TZVPD.

The value obtained for the gap between HOMO and LUMO (alpha / beta) is 9.09 / 9.09 eV. Its total energy is -9436.5663 eV. As for the total charge: 0. Its energy above the lowest of the compared OMol25 structures with the same formula, charge and spin is 624.9 kJ/mol. As for the molar mass: 102.13 Da. Its HOMO energy (alpha / beta) is -0.326 / -0.326 Ha.

XYZ file:
```
17
Properties=species:S:1:pos:R:3:forces:R:3:nbo_charge:R:1
C -1.495 -0.416 1.849 -0.201 -0.002 0.031 -0.265
O -0.150 0.009 1.754 0.054 0.000 -0.076 -0.646
C 0.127 0.879 -0.035 -0.196 0.262 -0.070 0.190
C 1.226 1.423 -0.850 0.145 0.103 0.117 -0.457
C 0.269 0.392 -1.442 -0.129 -0.134 -0.051 -0.288
C 0.771 -1.007 -1.226 0.016 -0.010 -0.254 -0.053
O 1.246 -0.876 0.083 0.002 -0.186 0.136 -0.786
H -1.766 -1.100 1.033 0.062 0.104 0.117 0.177
H -2.147 0.464 1.805 0.072 -0.118 -0.001 0.178
H -1.661 -0.915 2.810 0.021 0.054 -0.123 0.193
H -0.665 1.521 0.331 0.133 -0.138 -0.019 0.204
H 1.097 2.469 -1.125 -0.007 -0.153 0.066 0.225
H 2.245 1.104 -0.668 -0.146 0.018 -0.043 0.266
H -0.440 0.678 -2.216 0.087 -0.047 0.133 0.216
H -0.058 -1.730 -1.336 0.127 0.109 0.041 0.148
H 1.572 -1.316 -1.917 -0.100 0.041 0.080 0.166
H 0.416 -0.693 1.256 0.058 0.096 -0.084 0.533
```
Forces are in eV/Å.

=====

Record 2
Here is a cluster of 2 separate species, CH3NO4S in total in a non-equilibrium geometry from the Open Molecules 2025 dataset. Energies are from ωB97M-V/def2-TZVPD.

The value obtained for the gap between HOMO and LUMO is 9.57 eV. Its total energy is -21597.1533 eV. As for the total charge: 0. Its energy above the lowest of the compared OMol25 structures with the same formula, charge and spin is 141.4 kJ/mol. As for the molar mass: 125.11 Da. Its HOMO energy is -0.398 Ha.

XYZ file:
```
10
Properties=species:S:1:pos:R:3:forces:R:3:nbo_charge:R:1
C -0.118 -0.392 -0.931 0.892 -1.009 0.493 -0.325
N -1.042 -2.260 0.212 1.703 0.017 1.547 0.385
O 0.013 -2.213 0.831 -2.596 0.352 -2.113 -0.361
O 2.882 -1.465 2.478 0.026 0.437 -0.900 -0.807
O 2.290 0.357 0.890 0.489 -0.821 0.257 -0.841
O -1.262 -1.271 -0.710 1.729 -0.982 1.017 -0.336
S 2.903 -0.928 1.141 -0.446 0.379 0.762 1.648
H 0.908 -0.903 -0.998 -1.817 0.078 -0.263 0.192
H 0.037 0.234 -0.030 -0.557 0.376 -0.979 0.225
H -0.449 -0.046 -1.901 0.578 1.172 0.179 0.220
```
Forces are in eV/Å.

=====

Record 3
Here is a structure of composition C33H43KN8O from the Open Molecules 2025 dataset. Energies are from ωB97M-V/def2-TZVPD.

The value obtained for the gap between HOMO and LUMO is 4.92 eV. Its total energy is -65213.0847 eV. As for the total charge: 0. Its energy above the lowest of the compared OMol25 structures with the same formula, charge and spin is 15.8 kJ/mol. As for the molar mass: 606.86 Da. Its HOMO energy is -0.185 Ha.

XYZ file:
```
86
Properties=species:S:1:pos:R:3:forces:R:3:mulliken_charge:R:1
K -0.237 0.303 -0.095 0.099 0.208 -0.043 1.018
C -2.023 -2.320 -3.226 0.058 -0.002 0.050 -1.367
C -0.985 -2.326 -2.134 -0.173 -0.025 -0.133 0.708
O -1.166 -1.768 -1.061 -0.314 -0.175 0.036 -0.624
N 0.173 -2.971 -2.378 0.259 -0.144 0.094 -0.044
C 1.300 -2.798 -1.474 0.030 0.029 -0.234 0.880
C 1.153 -3.419 -0.109 -0.254 0.130 0.093 -0.218
C 0.237 -4.425 0.171 0.061 0.006 0.041 -0.538
C 0.171 -4.921 1.460 -0.010 0.062 0.036 -0.577
C 1.014 -4.392 2.428 -0.007 -0.047 -0.030 -0.483
C 1.887 -3.385 2.053 0.049 -0.069 -0.027 -0.623
N 1.959 -2.895 0.816 -0.006 -0.048 0.044 -0.200
H -2.122 -1.292 -3.574 0.001 0.006 -0.009 0.295
H -2.983 -2.628 -2.815 0.026 0.002 0.017 0.334
H -1.763 -2.957 -4.069 0.004 -0.015 -0.003 0.379
H 0.318 -3.385 -3.281 0.054 0.021 -0.008 0.217
H 1.497 -1.730 -1.332 0.008 -0.116 -0.040 -0.783
H 2.180 -3.233 -1.952 0.001 0.040 -0.056 0.690
H -0.424 -4.786 -0.604 0.018 -0.032 -0.028 0.393
H -0.540 -5.698 1.712 0.014 -0.012 0.002 0.419
H 0.994 -4.746 3.449 -0.004 0.004 0.005 0.421
H 2.558 -2.942 2.781 0.008 -0.014 -0.003 0.615
C 0.636 -0.150 3.402 0.004 0.011 -0.012 -0.663
N -0.505 0.203 2.571 -0.003 0.105 0.241 0.968
C -1.463 -0.892 2.561 -0.014 -0.021 -0.018 -1.153
C -1.161 1.444 3.025 0.025 -0.014 0.006 -1.451
C -0.246 2.647 3.081 -0.001 -0.068 0.021 0.404
C 0.141 3.094 4.342 0.018 -0.029 0.004 -0.854
C 1.040 4.133 4.515 0.000 0.017 -0.008 -0.807
C 1.567 4.752 3.393 -0.016 0.001 0.026 -0.801
C 1.183 4.339 2.128 -0.012 -0.002 -0.036 -0.272
C 0.271 3.299 1.947 -0.006 0.054 -0.082 0.159
H 0.342 -0.340 4.447 0.000 0.001 0.029 0.333
H 1.370 0.654 3.396 0.021 0.030 0.003 0.319
H 1.103 -1.057 3.009 -0.056 0.082 0.024 -0.167
H -1.851 -1.114 3.566 -0.008 -0.001 0.016 0.382
H -0.993 -1.799 2.169 -0.015 0.040 0.010 0.158
H -2.313 -0.643 1.922 -0.014 -0.007 -0.007 0.349
H -1.577 1.293 4.035 0.020 -0.029 -0.012 0.501
H -2.012 1.624 2.369 0.010 -0.030 -0.017 0.309
H -0.265 2.591 5.214 -0.005 0.000 0.001 0.353
H 1.324 4.451 5.510 -0.001 0.005 0.002 0.398
H 2.262 5.576 3.498 0.007 -0.003 -0.003 0.413
H 1.571 4.837 1.250 -0.004 -0.004 -0.003 0.508
N 2.797 0.127 -0.408 0.092 -0.041 -0.031 -0.395
C 3.858 -0.171 -1.388 -0.024 0.081 -0.021 -0.819
C 3.664 0.570 -2.714 -0.022 -0.044 -0.002 -0.621
C 2.658 -0.064 -3.702 -0.008 0.046 0.020 -0.210
C 1.395 0.756 -3.937 0.030 0.014 0.015 -0.923
N 0.583 0.784 -2.716 0.049 0.023 -0.103 0.001
H 2.969 1.050 -0.020 -0.035 -0.032 0.045 0.277
H 2.865 -0.535 0.363 -0.054 0.014 -0.063 0.123
H 3.855 -1.247 -1.573 -0.015 -0.042 0.009 0.334
H 4.849 0.068 -0.987 -0.004 0.020 -0.002 0.539
H 4.641 0.632 -3.196 -0.008 0.004 -0.008 0.434
H 3.376 1.607 -2.501 0.008 -0.002 0.000 0.244
H 2.359 -1.052 -3.345 0.012 -0.047 0.012 -0.092
H 3.149 -0.218 -4.665 -0.003 0.006 -0.004 0.419
H 0.810 0.313 -4.746 0.003 -0.015 0.005 0.458
H 1.685 1.763 -4.264 -0.010 0.002 -0.014 0.361
H -0.062 1.571 -2.741 0.020 0.024 -0.088 0.158
H 1.222 1.018 -1.961 0.057 0.070 -0.014 -0.434
N -2.279 6.715 -2.002 -0.007 0.043 0.034 0.034
C -2.234 7.755 -2.912 0.070 -0.027 0.054 0.579
C -3.162 8.705 -3.301 -0.010 0.017 0.000 -1.005
C -2.765 9.619 -4.270 0.017 -0.015 -0.010 -0.391
C -1.484 9.566 -4.826 -0.018 -0.002 0.001 -0.437
C -0.562 8.606 -4.430 0.003 -0.019 -0.005 -0.761
C -0.938 7.688 -3.454 -0.023 -0.052 -0.040 0.528
N -0.227 6.645 -2.892 -0.015 0.088 0.125 -0.712
C -1.043 6.094 -2.011 -0.062 -0.165 -0.176 -0.219
C -0.760 4.962 -1.181 0.043 0.098 0.061 0.225
C -1.770 4.196 -0.537 0.074 -0.002 -0.096 -0.901
C -1.467 3.121 0.230 -0.021 -0.084 0.045 -0.249
N -0.091 2.881 0.628 0.034 0.091 0.178 1.561
C 0.805 3.284 -0.436 0.030 -0.012 0.070 -1.116
C 0.521 4.345 -1.222 -0.094 -0.028 -0.023 -0.002
H -3.001 6.547 -1.326 0.008 0.018 -0.004 0.214
H -4.156 8.740 -2.873 0.000 0.004 0.004 0.363
H -3.459 10.380 -4.601 -0.001 0.003 -0.001 0.367
H -1.208 10.288 -5.584 0.003 0.006 0.004 0.365
H 0.428 8.562 -4.864 0.003 0.011 0.002 0.410
H -2.817 4.372 -0.769 -0.027 -0.014 0.015 0.291
H -2.228 2.429 0.572 0.005 0.003 0.006 0.247
H 1.746 2.747 -0.499 0.014 0.011 0.011 0.018
H 1.237 4.684 -1.963 0.015 -0.001 0.002 0.439
```
Forces are in eV/Å.

=====

Record 4
Here is an isolated molecule of C4H5NO2 from the Open Molecules 2025 dataset. Energies are from ωB97M-V/def2-TZVPD.

The value obtained for the gap between HOMO and LUMO is 8.56 eV. Its total energy is -9813.0193 eV. As for the total charge: 0. Its energy above the lowest of the compared OMol25 structures with the same formula, charge and spin is 125.0 kJ/mol. As for the molar mass: 99.09 Da. Its HOMO energy is -0.283 Ha.

XYZ file:
```
12
Properties=species:S:1:pos:R:3:forces:R:3:nbo_charge:R:1
N -2.199 -0.336 -0.396 -0.110 0.001 0.057 -0.818
C -0.900 -0.006 -0.078 0.047 -0.147 0.068 0.483
C 0.206 -0.761 0.182 -0.205 0.201 -0.004 -0.469
C 1.305 0.157 0.137 -0.335 0.329 0.153 0.231
O 2.620 -0.191 0.218 -0.052 -0.127 0.092 -0.664
C 0.783 1.396 0.000 0.352 0.061 -0.133 -0.036
O -0.586 1.298 -0.173 -0.030 -0.156 0.068 -0.419
H -2.942 0.206 0.018 0.158 -0.002 0.037 0.390
H -2.390 -1.322 -0.452 0.028 0.043 0.103 0.390
H 0.246 -1.742 0.615 -0.089 -0.388 -0.406 0.225
H 2.679 -1.090 -0.133 0.163 0.215 0.169 0.480
H 1.180 2.392 0.062 0.075 -0.031 -0.203 0.207
```
Forces are in eV/Å.

=====

Question: Which formula does entry 1 have?
Answer: C5H10O2